Molecular formula: C35H73N5O10
Method: DFT, ωB97M-V with the def2-TZVPD basis set

Geometry (Å):
O -1.15 -4.81 3.55
C -6.27 -1.37 -0.18
H 4.49 1.10 -4.96
H 4.48 3.86 3.40
H 0.61 -4.11 0.89
H 5.04 2.09 -7.62
H -3.51 -2.78 4.74
H 2.14 7.97 -6.63
H -4.33 -1.60 -0.95
C -0.24 -3.80 1.49
H 5.00 -0.65 -2.20
N 4.67 1.25 -2.88
C -2.98 -2.04 5.35
N -6.80 -2.10 -2.53
C 4.55 3.00 -7.95
H 2.23 -3.07 2.02
N 1.36 -5.92 4.27
H 1.49 -5.12 4.88
H -8.12 -0.30 4.25
H 3.82 7.66 -7.10
H 4.24 3.42 1.69
H -4.36 2.96 5.13
H -2.78 -3.13 0.78
H 0.57 -6.43 4.66
H -6.26 -0.45 0.42
N 2.87 6.06 -6.15
O -5.53 1.27 5.55
N 4.78 3.16 -9.38
C -7.14 -0.29 4.72
O 4.08 4.67 -4.83
O -0.69 -1.85 0.00
O -2.13 -2.54 7.64
H 5.14 1.50 1.81
C 0.75 -1.48 1.85
C -1.70 -1.77 2.11
H -3.18 0.65 6.03
H 1.41 5.31 -4.85
H 4.33 2.99 -1.76
H -4.04 -0.34 3.72
H -2.34 1.79 4.95
H 2.79 -0.93 3.30
C 0.03 -4.32 2.91
C -3.04 0.04 3.94
C 4.38 1.04 2.45
C -0.68 -2.79 -1.05
C 1.64 5.32 -5.91
C 2.83 7.22 -7.02
C 4.81 2.69 -2.70
H -1.92 -4.41 3.14
C -2.04 -2.83 6.26
H -1.07 -3.07 5.85
H -1.77 -0.74 1.76
C 3.99 5.65 -5.56
H 1.76 4.29 -6.24
H -2.63 0.56 3.08
C -2.65 -3.82 7.16
H 4.91 0.49 3.23
H 0.83 5.78 -6.46
H -1.09 -4.38 1.10
C 2.14 -2.06 1.62
C -3.00 -2.47 1.61
H 0.59 -6.34 2.40
H 5.86 2.95 -2.64
C -2.17 -1.10 4.44
C 5.17 0.41 -1.96
C 3.98 0.76 -4.05
H -6.04 -0.20 -1.98
H 0.30 -3.24 -1.18
H 2.50 6.92 -8.02
H 4.87 6.28 -5.80
H 4.95 3.85 -7.40
C -6.70 -0.98 -1.58
C -0.45 -2.30 1.35
C 1.02 -5.48 2.92
O -1.50 -1.92 3.49
H -3.73 -3.86 7.26
H 0.64 -1.25 2.91
H -5.94 -2.18 -3.06
O 3.57 2.02 3.08
H -3.37 -3.10 2.42
H -7.03 -2.01 0.28
C 5.56 2.17 -10.09
C -4.46 1.91 4.83
H -1.45 -3.56 -0.96
O 5.76 0.76 -0.95
H 6.56 2.11 -9.68
C -4.14 -1.53 1.16
O 3.59 5.09 -9.44
H 4.48 4.28 -11.08
H -4.87 -1.49 1.97
H -7.23 -0.74 5.71
H -7.69 -0.52 -1.52
C 3.55 0.09 1.60
H 3.95 -0.32 -4.05
H -6.44 -0.87 4.12
H -2.00 -4.58 7.57
C -6.68 1.12 4.84
O -7.26 2.04 4.38
H -0.89 -2.23 -1.96
H 1.95 -5.17 2.44
H -1.40 -0.66 5.09
H 4.10 -1.79 2.55
H 5.09 1.19 -10.02
H 5.63 2.45 -11.14
H 0.69 -0.54 1.30
C 3.82 3.35 2.70
H 0.44 -3.52 3.53
H 4.35 3.21 -3.53
H 2.87 3.89 2.70
C -4.87 -2.00 -0.09
C -3.19 1.11 5.05
H -6.92 -2.96 -2.00
H -3.77 -0.51 1.04
H 2.63 0.59 1.29
C 3.21 -1.21 2.33
H 3.48 2.94 -7.74
H -3.63 -1.47 6.01
H 2.95 1.14 -4.08
H 4.15 -0.16 0.73
C 4.25 4.24 -10.00
H -4.72 1.91 3.77
H -4.93 -3.08 -0.14
H 2.36 -2.03 0.55

## Properties
E_tot ... -2403.4654 a.u.
Frontier orbital gap ... 0.348 Eh
LUMO ... 0.4 eV
Net charge ... 0
SMILES ... COCCCCC[C@](C[C@@H](O)CN)(OC)[C@@H](CCCCCN)O[C@@H](CCCOC(C)=O)C[C@@H]1CO1.CN(C)C=O.CN(C)C=O.CN(C)C=O
2S+1 ... 1
Molecular weight ... 723.99 u